278
Properties=species:S:1:pos:R:3:forces:R:3 method="wB97M-V/def2-TZVPD" smiles="CC1(C)CCCC(C)(C)N1O.CC1(C)CCCC(C)(C)N1O.CC1(C)CCCC(C)(C)N1O.CC1(C)CCCC(C)(C)N1O.CC1(C)CCCC(C)(C)N1O.CC1(C)CCCC(C)(C)N1O.CC1(C)CCCC(C)(C)N1O.CC1(C)CCCC(C)(C)N1O.CC1(C)CCCC(C)(C)N1O.NC(N)=O" energy_ha=-4583.59631 de_lowest_kj_mol=0.0 homo_ev=-7.96 orbital_gap_ev=8.440 lumo_ev=0.484
C -5.53191 -1.37799 7.55725 -2.437 -0.230 -0.909
C -4.90709 -1.82545 6.24215 0.280 1.806 -1.060
C -6.03363 -2.16077 5.22720 0.241 1.494 0.526
C -4.02607 -0.60462 5.72418 0.753 -1.822 -0.038
C -3.13857 -1.13972 4.56337 -1.521 2.197 -1.072
C -2.24327 -2.26717 4.92651 -1.048 0.246 0.827
C -3.06867 -3.43033 5.40676 0.496 -0.922 0.735
C -3.69958 -4.23404 4.24658 0.844 -0.529 0.922
C -2.05047 -4.32516 6.14840 -0.890 -0.864 -1.630
N -3.95994 -2.89716 6.44419 -0.312 -1.585 1.162
O -4.74508 -4.04577 6.86189 0.158 -0.319 0.972
H -4.80644 -1.05645 8.26888 0.496 0.433 0.465
H -6.27902 -0.55905 7.24622 1.284 -0.855 0.898
H -6.16196 -2.17963 8.01292 0.529 0.466 -0.314
H -6.88056 -1.47952 5.43375 0.490 0.059 -0.631
H -5.68647 -2.12705 4.18839 -0.355 0.029 0.269
H -6.44367 -3.09943 5.46596 -0.244 -1.496 0.082
H -4.62264 0.24421 5.38632 -0.173 -0.202 0.043
H -3.33273 -0.25221 6.51298 -0.526 -0.202 -0.034
H -3.87574 -1.37932 3.75199 0.937 -0.048 0.306
H -2.58910 -0.25910 4.20873 0.140 -0.314 -0.235
H -1.69224 -1.98999 5.80567 0.639 0.450 0.359
H -1.55108 -2.56063 4.17554 0.502 -0.233 -0.816
H -3.94183 -3.53708 3.47547 -0.709 0.048 -0.749
H -4.46735 -4.94734 4.55035 -0.501 0.724 0.071
H -2.94717 -4.93457 3.87724 0.361 0.362 -0.282
H -1.59069 -3.88864 6.98279 0.447 0.953 1.125
H -1.30790 -4.52550 5.39487 0.706 -0.225 -0.140
H -2.42878 -5.29035 6.44446 -0.443 -0.361 0.089
H -4.36595 -4.39147 7.70673 -0.196 0.817 -1.009
C -3.97155 -3.56834 -0.26980 -0.199 2.101 0.924
C -3.13575 -4.68830 -0.78067 0.013 -2.109 1.312
C -1.59334 -4.48615 -0.50910 -1.572 0.078 -1.020
C -3.68989 -6.08637 -0.08654 2.362 1.495 -1.752
C -3.04827 -7.22482 -0.87664 -0.300 -1.058 0.559
C -3.46264 -7.20131 -2.32418 -1.474 0.064 -0.340
C -3.21155 -5.88946 -3.06651 -0.848 0.878 -0.429
C -1.83942 -5.89643 -3.63053 1.571 -0.658 -0.855
C -4.31151 -5.71500 -4.13417 0.716 -2.706 -1.357
N -3.45855 -4.75898 -2.19784 -0.687 0.232 1.180
O -3.04343 -3.56209 -2.81136 0.400 0.622 -0.559
H -3.35592 -2.64974 -0.17867 -0.440 -0.207 -0.222
H -4.86546 -3.33425 -0.88021 0.521 -0.315 0.147
H -4.33953 -3.73926 0.73373 -0.045 -0.228 0.379
H -1.31474 -3.49470 -0.84873 0.044 0.182 -0.050
H -1.26458 -4.61259 0.50068 -0.054 -0.192 0.745
H -1.11361 -5.18679 -1.16298 0.668 -0.352 0.007
H -3.48538 -6.16433 0.98855 0.325 0.379 -0.286
H -4.75044 -6.14408 -0.19541 -0.877 0.136 -0.266
H -1.99807 -7.29526 -0.87013 1.659 0.581 0.671
H -3.33912 -8.14135 -0.35402 -0.238 -0.310 -0.503
H -4.52672 -7.25920 -2.20099 -1.030 -0.232 -0.556
H -3.18498 -8.01868 -3.03421 0.191 0.378 1.028
H -1.58139 -4.97755 -4.14875 0.186 0.401 0.552
H -1.67932 -6.63485 -4.42504 -0.460 -0.310 0.155
H -1.12855 -6.19191 -2.84164 0.052 0.496 -0.415
H -4.50189 -6.76801 -4.47445 -0.015 0.809 -0.259
H -4.12428 -5.13056 -5.03714 0.486 0.151 0.312
H -5.22663 -5.40484 -3.71099 -0.912 0.519 0.741
H -3.79359 -2.94159 -2.85400 0.089 -0.711 0.178
C 4.36813 -2.42601 6.76338 -1.726 -1.168 1.432
C 3.17441 -2.12756 5.77121 1.389 -0.824 0.992
C 3.70707 -2.53972 4.36603 -0.636 1.718 0.245
C 1.91010 -2.91717 6.16389 -0.748 0.817 -2.311
C 1.05259 -2.33144 7.28424 0.809 -0.426 0.581
C 0.71434 -0.88370 7.02838 1.325 1.309 -1.007
C 2.03131 -0.02143 6.77493 -1.001 -1.159 1.201
C 1.62607 1.34979 6.28202 -2.114 -1.841 -0.724
C 2.74312 0.18463 8.11784 -0.435 -0.428 0.554
N 2.78620 -0.74614 5.74244 1.125 2.466 -1.746
O 4.00767 0.06132 5.53203 -0.119 -0.198 1.440
H 4.08885 -2.06872 7.79081 0.435 -0.179 -0.887
H 4.47940 -3.53922 6.88286 -0.114 0.867 -0.293
H 5.32992 -2.04112 6.49027 0.260 0.490 -0.335
H 4.66339 -2.08095 4.20591 0.505 0.692 0.011
H 3.94657 -3.54904 4.20294 -0.283 -1.754 0.299
H 3.06589 -2.18552 3.55758 -0.286 -0.055 0.068
H 1.29395 -2.85262 5.24346 -0.025 0.047 0.205
H 2.23855 -3.93467 6.11269 -0.203 -0.902 1.045
H 0.14551 -2.84767 7.54537 -0.457 -0.660 -0.644
H 1.59416 -2.46215 8.21363 0.412 0.442 0.418
H 0.23029 -0.41026 7.87543 -0.251 -0.093 0.237
H 0.06669 -0.72128 6.13843 0.291 -0.409 0.436
H 2.41669 2.03672 6.31355 0.910 1.122 -0.041
H 0.74336 1.62964 6.87699 0.509 0.424 0.061
H 1.21810 1.17735 5.27989 0.404 0.530 -0.093
H 2.63284 -0.67605 8.77473 0.494 -0.304 -0.131
H 2.34991 0.98373 8.74863 -0.439 0.316 -0.494
H 3.76011 0.44323 7.93879 0.991 -0.104 0.006
H 4.25252 0.29950 4.62487 -0.817 -0.715 -0.789
C 2.61977 -6.71707 -4.02382 -0.619 -0.489 1.418
C 2.98203 -6.56574 -2.51776 1.405 0.048 -1.124
C 1.75126 -7.01205 -1.73885 -0.838 -0.232 0.182
C 4.34852 -7.34921 -2.25610 -2.032 0.031 1.249
C 4.94740 -7.03672 -0.86651 -0.613 -1.572 -0.101
C 5.12299 -5.55676 -0.73793 1.289 0.463 0.631
C 3.89590 -4.76747 -1.05921 -1.527 0.858 1.253
C 2.83436 -4.96986 0.03414 -0.303 -1.763 0.912
C 4.18918 -3.26950 -0.98819 -0.302 1.857 0.186
N 3.38734 -5.14434 -2.39697 -0.050 0.275 0.933
O 2.25322 -4.28687 -2.64774 0.702 -0.079 -0.563
H 3.35404 -6.28951 -4.64238 1.131 0.698 -0.726
H 2.59486 -7.78894 -4.23656 -0.526 0.101 -0.185
H 1.68479 -6.16666 -4.20560 0.114 -0.592 -0.099
H 1.21498 -7.72977 -2.34593 -0.137 -0.240 -0.435
H 1.85800 -7.57260 -0.78878 0.295 0.834 -0.272
H 1.06213 -6.14233 -1.67532 0.414 -0.583 0.404
H 4.12039 -8.42788 -2.32191 0.314 0.390 -0.343
H 4.99268 -6.98117 -3.02596 0.644 -0.179 -0.581
H 4.38702 -7.60098 -0.06796 -0.139 1.175 -0.548
H 5.89990 -7.53082 -0.73667 0.623 -0.049 -0.418
H 5.89044 -5.22424 -1.45343 0.016 -0.257 0.009
H 5.54017 -5.27965 0.25952 -0.528 -0.064 -0.532
H 1.89995 -4.51341 -0.23808 -0.487 0.164 -0.383
H 3.12285 -4.44861 0.95544 0.214 -0.416 -0.048
H 2.61511 -6.07991 0.24631 0.520 1.934 -0.039
H 3.34939 -2.62182 -1.37055 0.540 -0.926 0.315
H 5.05413 -2.95959 -1.59016 0.079 -0.229 0.307
H 4.29881 -2.89500 0.08318 0.276 -0.753 -1.318
H 2.68641 -3.63860 -3.24608 -0.694 -0.270 -0.075
C -4.92179 7.05065 0.24890 0.300 1.740 1.044
C -5.84187 7.37973 -0.89250 -0.629 0.724 1.129
C -7.12733 6.49924 -0.87894 0.781 -0.359 0.563
C -6.25786 8.88821 -0.85009 0.624 -2.335 -0.814
C -5.08485 9.75687 -1.16268 0.889 1.540 1.153
C -4.50716 9.47497 -2.53845 -1.125 -1.547 -0.295
C -4.01519 8.00327 -2.68433 -1.296 0.018 0.896
C -3.96141 7.66729 -4.18946 -0.438 -0.318 1.232
C -2.59598 7.87811 -2.03429 -0.625 -0.551 -1.906
N -5.18163 7.14230 -2.11705 1.701 1.300 -2.521
O -4.82105 5.78601 -2.14025 -0.239 -0.925 -1.058
H -5.48928 7.12976 1.16571 0.073 0.059 0.556
H -4.49922 6.09351 0.20577 0.304 -1.607 -0.245
H -4.04335 7.73679 0.29011 -0.787 -0.279 0.086
H -7.49351 6.46493 -1.88822 -0.568 0.233 -0.458
H -6.90603 5.45323 -0.61700 0.113 0.339 0.064
H -7.89528 6.84227 -0.17687 0.185 0.183 -0.208
H -6.97089 8.97575 -1.64908 -0.673 0.313 -0.360
H -6.75551 9.00436 0.08845 -0.143 0.649 0.667
H -5.41074 10.80057 -1.07128 0.063 0.023 -0.367
H -4.31029 9.70795 -0.36597 -0.300 -0.280 -0.469
H -3.62194 10.01652 -2.79120 0.263 1.082 -0.119
H -5.33867 9.64094 -3.27405 0.876 0.012 0.331
H -5.00531 7.67367 -4.49157 -0.084 -0.285 -0.326
H -3.52225 6.65275 -4.32405 -0.028 0.955 -0.360
H -3.50637 8.51893 -4.69322 0.592 -0.462 -0.272
H -2.46606 8.48562 -1.17965 0.005 0.483 1.097
H -1.84710 8.21093 -2.78281 -0.431 -0.080 0.289
H -2.36281 6.84128 -1.83866 0.050 -0.318 0.310
H -5.46700 5.47881 -2.80205 0.689 -0.470 0.370
C 3.36483 3.07088 -0.91362 0.581 0.784 -0.244
C 3.97307 4.19519 -1.84435 -2.366 -0.323 -1.544
C 5.00128 3.64563 -2.86694 0.087 -2.405 0.798
C 2.83079 4.77285 -2.75315 -0.862 0.182 1.713
C 1.83074 5.52216 -1.81995 -0.683 -0.308 -1.286
C 2.60060 6.67772 -1.16961 -1.735 0.166 -0.301
C 3.75786 6.21536 -0.30091 -1.176 0.497 -0.594
C 4.51067 7.47538 0.05176 1.020 0.288 -0.216
C 3.14134 5.62810 0.97495 1.200 -0.820 0.777
N 4.55487 5.32838 -1.15517 -0.042 0.424 0.424
O 5.48655 4.77936 -0.28082 1.859 -0.529 0.747
H 4.01553 2.79763 -0.07129 -0.179 0.092 -0.349
H 2.32826 3.14304 -0.57805 0.237 0.916 0.234
H 3.23425 2.25648 -1.56167 0.405 -1.691 -0.919
H 4.61725 3.07115 -3.75175 -0.457 0.625 0.938
H 5.56255 4.43702 -3.27640 0.795 1.104 -0.335
H 5.68433 2.89292 -2.40406 -0.189 0.721 -0.086
H 3.20284 5.39796 -3.54625 0.534 0.682 -0.032
H 2.31785 4.00412 -3.30529 -0.182 -0.833 0.103
H 0.90827 5.84968 -2.37501 1.076 0.190 0.212
H 1.37412 4.76821 -1.15919 0.446 0.458 0.279
H 1.94144 7.32540 -0.56369 0.109 -0.390 -0.058
H 2.89678 7.32521 -2.00119 0.493 -0.063 0.123
H 5.31825 7.33856 0.78836 -0.367 -0.016 -0.167
H 3.77547 8.18492 0.41339 0.018 0.171 0.415
H 4.93784 7.93812 -0.84597 0.071 -0.216 0.072
H 2.72937 6.40502 1.62243 0.020 0.094 -0.241
H 3.86031 5.03687 1.60917 -0.511 0.618 -0.782
H 2.35861 4.95770 0.69750 -0.642 -0.455 0.085
H 6.31702 4.95849 -0.72806 0.329 -0.069 0.201
C -5.31339 2.14861 -2.54202 -1.601 2.027 0.068
C -3.95642 1.64576 -2.80191 1.990 0.873 -1.614
C -3.52835 0.71873 -1.74709 -0.089 -2.451 1.455
C -3.89550 0.96183 -4.18185 0.686 -0.258 -0.391
C -2.45712 0.65691 -4.69452 -1.084 0.331 0.906
C -1.69209 1.97888 -4.74596 0.013 -1.080 -0.090
C -1.63058 2.71092 -3.39922 0.516 0.460 -0.711
C -0.57746 1.95083 -2.52291 -1.140 0.295 2.375
C -1.20955 4.17759 -3.66821 -0.677 0.159 -0.347
N -3.03831 2.86337 -2.92838 -0.115 -0.393 1.213
O -2.97575 3.48958 -1.59658 -0.922 1.068 -1.069
H -5.50503 3.08891 -3.10584 0.343 -0.408 0.260
H -6.12351 1.52161 -2.86777 -0.134 -0.846 -0.045
H -5.47163 2.38562 -1.49027 0.027 -0.011 0.055
H -2.50909 0.31328 -1.90943 -0.684 0.163 0.197
H -3.60770 1.12015 -0.71453 0.009 0.004 -0.739
H -4.25497 -0.15691 -1.78517 0.911 0.763 0.232
H -4.38936 -0.01060 -4.20098 -0.522 0.142 0.424
H -4.41426 1.60940 -4.90555 0.196 -0.132 0.089
H -2.00318 -0.15567 -4.09454 -0.003 0.537 -0.109
H -2.60738 0.24037 -5.68117 0.313 -0.043 -0.440
H -2.27806 2.57845 -5.43068 0.261 0.435 -0.443
H -0.68435 1.74549 -5.13661 -0.252 0.678 0.118
H 0.51342 2.09163 -2.65985 -0.693 0.450 -0.518
H -0.77088 0.88697 -2.60828 0.210 -0.222 -0.157
H -0.76759 2.15436 -1.40827 0.329 -0.070 -1.470
H -0.19491 4.16308 -4.10425 -0.448 0.415 0.107
H -1.25450 4.74340 -2.73342 0.508 -0.159 -0.011
H -1.98582 4.71724 -4.31917 1.250 -1.031 0.481
H -3.43857 4.38211 -1.73441 0.739 -1.695 0.171
C 0.19154 -0.98741 -0.22190 -2.576 0.596 0.748
C 0.47978 -0.30940 1.07659 0.493 0.771 1.290
C 0.08575 -1.25310 2.25448 0.653 -0.419 -1.177
C 1.99928 0.04653 1.12635 -2.045 0.334 -0.762
C 2.20520 0.94079 2.28919 0.546 0.237 1.440
C 1.49000 2.25479 2.25424 -2.300 -0.673 0.215
C -0.10182 2.01639 2.11652 2.680 1.281 -1.224
C -0.68184 1.76335 3.44830 -0.868 -0.067 1.908
C -0.67479 3.36555 1.61977 0.433 -0.816 -0.829
N -0.26507 0.98342 1.09239 -1.246 -0.120 -0.254
O -1.70253 0.67775 1.14931 0.359 0.519 -1.299
H 0.65809 -1.93400 -0.28962 0.882 -0.860 -0.301
H -0.91134 -1.19825 -0.12198 0.823 0.188 -0.968
H 0.43398 -0.27099 -0.99436 -0.103 -0.248 -0.609
H 0.60902 -2.18532 2.02698 -0.315 -0.411 -0.122
H 0.56899 -0.98060 3.17781 -0.438 0.448 0.617
H -1.00374 -1.44682 2.30248 0.680 0.346 0.148
H 2.46667 -0.90989 1.31827 0.691 -0.139 -0.422
H 2.31837 0.56227 0.15427 -0.331 -0.967 1.181
H 1.99568 0.43233 3.23691 -0.079 -0.145 -0.095
H 3.23646 1.12899 2.32595 1.637 0.393 0.286
H 1.86591 2.82134 1.43402 0.020 0.577 -0.802
H 1.59956 2.86946 3.15678 0.304 -0.282 -0.065
H -1.76716 1.93165 3.41703 0.153 -0.502 -0.023
H -0.33854 2.53881 4.18318 0.022 -0.775 -0.566
H -0.46863 0.74626 3.81687 -0.121 0.534 0.103
H -0.68682 3.42398 0.52725 0.406 0.000 0.007
H -0.01641 4.11549 2.02503 -0.072 0.698 0.093
H -1.69469 3.53913 1.89534 -0.600 0.071 0.528
H -2.02553 1.13019 0.33241 0.278 -0.585 0.907
C 0.76426 -2.49679 -5.15188 -0.811 0.916 0.318
C 2.05528 -1.70342 -5.41260 -0.290 -1.197 -0.621
C 1.97021 -1.07775 -6.84688 1.401 -0.677 -0.172
C 2.12335 -0.65963 -4.35012 -0.499 1.058 0.542
C 3.44876 0.03989 -4.32010 1.180 -0.446 0.953
C 4.59596 -1.00721 -4.18894 -0.054 0.520 0.531
C 4.59666 -2.17471 -5.22924 0.179 0.667 2.189
C 5.24888 -1.71914 -6.53269 -0.205 -0.133 2.062
C 5.39625 -3.36419 -4.53189 -1.677 1.328 -0.774
N 3.22567 -2.61660 -5.24820 -1.393 -0.106 0.537
O 3.13355 -3.70057 -6.11693 -0.423 -0.998 0.586
H 0.67093 -2.89927 -4.14682 0.396 0.078 0.293
H -0.10060 -1.78197 -5.25044 0.709 -0.665 -0.167
H 0.62745 -3.33948 -5.79555 -0.060 -0.328 -0.737
H 1.86833 -0.01052 -6.82719 -0.069 0.684 0.217
H 2.94236 -1.26147 -7.38829 -1.182 0.094 0.260
H 1.13383 -1.44773 -7.43652 0.089 -0.277 0.023
H 1.34183 0.05141 -4.58463 -0.263 0.480 -0.263
H 1.77929 -0.97410 -3.35597 0.573 -0.651 -0.094
H 3.55867 0.64519 -5.19081 0.174 0.596 -0.797
H 3.50199 0.69938 -3.43327 0.035 -0.118 -0.452
H 4.41949 -1.38102 -3.17294 0.134 -0.586 -0.226
H 5.60745 -0.55221 -4.10502 -0.579 -0.047 -0.425
H 4.87049 -0.82023 -6.92557 -0.667 1.176 -0.458
H 5.23248 -2.47488 -7.25303 0.278 -1.205 -1.246
H 6.22417 -1.50831 -6.16664 1.293 0.053 -0.411
H 5.65300 -4.12122 -5.25894 0.540 -0.134 -0.003
H 4.67935 -3.78935 -3.83404 0.199 -0.273 0.004
H 6.17909 -2.92539 -3.94229 0.910 -0.132 -0.094
H 3.19580 -3.33386 -6.98478 0.063 0.329 -1.412
N 5.79490 3.24622 2.67166 0.313 0.111 0.531
C 5.45691 2.27595 3.57528 -0.589 0.811 0.143
N 5.18468 2.67259 4.86771 0.802 0.953 -1.709
O 5.33198 1.13576 3.19103 0.075 -1.707 0.402
H 5.35793 4.12079 2.87862 0.133 0.578 -0.563
H 5.84576 2.91348 1.71294 -0.248 0.424 0.344
H 5.30646 3.63286 5.15444 -0.031 -0.414 0.083
H 4.84833 1.96995 5.46985 -0.430 -0.627 0.984